DFT (wB97M-V/def2-TZVPD) results for an isolated ion of composition C3H7N2S and charge +1 in a non-equilibrium geometry.

Its highest occupied orbital energy is -0.515 Ha. The value obtained for the energy above the lowest of the compared OMol25 structures with the same formula, charge and spin is 1.096 eV. The frontier orbital gap is 9.33 eV.

```
! RIJCOSX wB97M-V def2-TZVPD def2/J DEFGRID3
* xyz 1 1
C -0.42382 -0.00636 0.91718
C 0.03411 0.95470 -0.19681
C -0.47244 -1.57844 -0.77208
N -0.25912 -1.28680 0.47816
N 1.30071 1.43342 -0.29187
S -0.37955 -0.24886 -1.76932
H 0.04517 0.22687 1.87721
H -1.58146 0.19455 1.05566
H -0.73075 1.80039 -0.12605
H -0.82855 -2.56074 -1.12816
H -0.20633 -2.04717 1.08589
H 1.42890 2.26947 -0.83977
H 2.07313 0.84896 -0.29003
*
```

***

DFT (wB97M-V/def2-TZVPD) results for an isolated ion of composition C3H7N2S and charge +1 in a non-equilibrium geometry.

Its highest occupied orbital energy (alpha / beta) is -0.380 / -0.504 Ha. The value obtained for the energy above the lowest of the compared OMol25 structures with the same formula, charge and spin is 3.605 eV. The expectation value of S² is 2.01. The frontier orbital gap (alpha / beta) is 6.39 / 6.36 eV.

```
! RIJCOSX wB97M-V def2-TZVPD def2/J DEFGRID3
* xyz 1 3
C -0.69014 -0.68985 -0.34153
C 1.71214 1.15250 0.04617
C 1.84954 -0.17344 0.03858
N -1.46052 0.29556 0.02713
N 0.61866 -0.82041 -0.04549
S -3.27665 0.42866 0.09056
H -1.06931 -1.65318 -0.66646
H 0.79061 1.78668 0.31304
H 2.59902 1.85137 -0.16253
H 2.71781 -0.79398 0.15150
H -0.90593 1.26625 0.41847
H 0.79422 -1.73737 -0.24161
H -3.67945 -0.91281 0.37218
*
```

***

DFT (wB97M-V/def2-TZVPD) results for an isolated ion of composition C3H7N2S3 and charge +1 in a non-equilibrium geometry.

Its highest occupied orbital energy is -0.442 Ha. The value obtained for the energy above the lowest of the compared OMol25 structures with the same formula, charge and spin is 1.845 eV. The frontier orbital gap is 7.50 eV.

```
! RIJCOSX wB97M-V def2-TZVPD def2/J DEFGRID3
* xyz 1 1
C -2.52332 0.79825 -0.45198
C 2.80456 -0.46620 -0.19674
C 0.42002 0.61482 0.08422
N 2.29236 -1.27494 0.74182
N -2.34122 -0.63431 -0.39821
S 2.04406 0.97351 -0.62629
S -0.80664 1.88745 -0.36351
S -0.18292 1.41450 1.52177
H -3.24754 1.01450 0.32371
H -2.74675 1.18306 -1.56174
H 3.64712 -0.73661 -0.87164
H 1.44674 -1.02285 1.26780
H 2.83766 -1.91069 1.23060
H -1.91530 -0.91336 0.49546
H -1.72884 -0.92711 -1.19527
*
```

***

DFT (wB97M-V/def2-TZVPD) results for an isolated ion of composition C3H7N2S3 and charge +1 in a non-equilibrium geometry.

Its highest occupied orbital energy is -0.469 Ha. The value obtained for the energy above the lowest of the compared OMol25 structures with the same formula, charge and spin is 0.931 eV. Its SMILES is CS[C@@H]1[NH+]=CN(S)S1. The frontier orbital gap is 8.47 eV.

```
! RIJCOSX wB97M-V def2-TZVPD def2/J DEFGRID3
* xyz 1 1
C -2.77673 0.99446 0.48904
S -1.42920 -0.12866 0.96078
C -0.32730 -0.15490 -0.77159
N 0.40681 -1.41832 -0.73172
C 1.52209 -1.32656 -0.05402
N 2.07756 -0.10576 0.05692
S 3.67494 0.37429 0.71383
S 0.97822 1.06786 -0.73933
H -3.69848 0.45898 0.07803
H -2.20338 1.63195 -0.12206
H -2.86774 1.51368 1.43145
H -0.78764 -0.13005 -1.71727
H -0.14884 -2.25205 -0.73830
H 2.06842 -2.21074 0.12292
H 3.51127 1.68584 1.02133
*
```

***

DFT (wB97M-V/def2-TZVPD) results for a 2-piece molecular cluster, C3H7N3 overall.

Its highest occupied orbital energy is -0.339 Ha. The value obtained for the energy above the lowest of the compared OMol25 structures with the same formula, charge and spin is 1.354 eV. Its SMILES is [H]/N=C/CN.C#N. The frontier orbital gap is 10.14 eV.

```
! RIJCOSX wB97M-V def2-TZVPD def2/J DEFGRID3
* xyz 0 1
H 2.29337 1.21047 0.48430
N 1.38691 0.95518 0.87304
C 0.42915 0.94376 0.06026
C -0.96830 0.63414 0.51132
N -1.79477 -0.08283 -0.43778
H 0.51878 1.16954 -1.01490
H -1.45740 1.59612 0.72158
H -0.92908 0.07261 1.44666
H -1.83955 0.41425 -1.32004
H -1.40289 -1.00325 -0.62460
C 1.28078 -1.95831 -0.22458
N 0.28274 -2.23323 -0.70832
H 2.20025 -1.71846 0.23306
*
```

***

DFT (wB97M-V/def2-TZVPD) results for C3H7N3 as an isolated structure in a non-equilibrium geometry.

Its highest occupied orbital energy is -0.349 Ha. The value obtained for the energy above the lowest of the compared OMol25 structures with the same formula, charge and spin is 2.860 eV. The frontier orbital gap is 9.66 eV.

```
! RIJCOSX wB97M-V def2-TZVPD def2/J DEFGRID3
* xyz 0 1
C -0.50957 -1.13782 -2.22189
C 0.01537 -0.57326 -0.94660
N 1.02276 -0.78698 -0.29055
H 0.82280 -0.10190 0.73415
H -0.77241 0.22561 -0.32988
H 0.17144 -1.88280 -2.63224
H -0.65269 -0.33574 -2.94777
H -1.48575 -1.59197 -2.04336
N 0.66985 1.34613 2.51593
C 0.06086 0.93379 1.38894
N -0.92958 1.15171 0.72540
H 1.40482 0.78406 2.90815
H 0.18210 1.96919 3.13973
*
```

***

DFT (wB97M-V/def2-TZVPD) results for one molecule with the formula C3H7N3O in a non-equilibrium geometry.

Its highest occupied orbital energy is -0.332 Ha. The value obtained for the energy above the lowest of the compared OMol25 structures with the same formula, charge and spin is 1.579 eV. Its SMILES is C=N[C@H](N)C(N)=O. The frontier orbital gap is 9.74 eV.

```
! RIJCOSX wB97M-V def2-TZVPD def2/J DEFGRID3
* xyz 0 1
C 1.51942 0.96542 -0.91496
N 0.62072 0.07801 -1.06765
C 0.28688 -0.43666 0.25567
N 0.55925 -1.80070 0.56502
C -1.15831 -0.05967 0.58893
N -1.67138 0.99168 -0.10365
O -1.71238 -0.59984 1.52991
H 2.19835 0.95548 -0.05312
H 1.62840 1.79063 -1.60576
H 0.79782 0.29884 0.92521
H -0.21378 -2.25492 1.03576
H 1.01878 -2.35334 -0.14170
H -1.31877 1.17641 -1.03126
H -2.61923 1.25623 0.11570
*
```

***

DFT (wB97M-V/def2-TZVPD) results for one molecule with the formula C3H7N3O in a non-equilibrium geometry.

Its highest occupied orbital energy is -0.288 Ha. The value obtained for the energy above the lowest of the compared OMol25 structures with the same formula, charge and spin is 3.259 eV. Its SMILES is C/C(=C\N)NN=O. The frontier orbital gap is 8.57 eV.

```
! RIJCOSX wB97M-V def2-TZVPD def2/J DEFGRID3
* xyz 0 1
C -1.13513 0.82788 -0.25110
C 0.06984 -0.04931 -0.11439
C 0.80282 -0.23546 0.99573
N 0.63295 0.41128 2.20361
N 0.42270 -0.72705 -1.27894
N -0.26450 -0.62136 -2.38262
O 0.15715 -1.28238 -3.33438
H -1.26525 1.46327 0.61884
H -1.02558 1.45540 -1.13270
H -2.02848 0.22070 -0.39326
H 1.66488 -0.88863 0.96254
H -0.26939 0.83555 2.35107
H 0.98535 -0.07666 3.01064
H 1.25263 -1.33323 -1.25504
*
```